Record 1
ORCA calculation (the ωB97M-V functional and the def2-TZVPD basis) on 2 unconnected molecules or ions with the total composition C3H3ClO2 in a non-equilibrium geometry.

* energy relative to the best compared isomer or geometry (same formula, charge and spin): 102.4 kcal per mole
* energy: -726.50942 Eh
* 2S+1: 3
* HOMO-LUMO gap (spin up / spin down): 0.216 / 0.302 hartree

The geometry in XYZ format:
```
9
Properties=species:S:1:pos:R:3:forces:R:3:nbo_charge:R:1
C 3.113223 -0.313329 -0.696452 1.187 -1.957 -1.564 0.724
C -0.461058 0.523829 0.171960 -0.043 5.543 -5.360 -0.170
C -0.909525 -0.239620 1.009570 -0.504 -5.028 5.110 -0.198
O 2.975952 0.429597 -1.602933 -0.503 0.682 0.072 -0.538
O 3.380329 -1.641611 -0.817763 -0.086 -0.620 0.692 -0.714
Cl 3.231416 0.061646 0.971851 -0.290 0.374 0.422 0.007
H 0.240153 1.012801 -0.382860 2.258 0.457 -1.071 0.178
H 3.445159 -2.106551 -1.684415 -0.351 1.517 0.386 0.520
H -1.438443 -0.679627 1.755098 -1.667 -0.968 1.313 0.192
```
Positions in Å, forces in eV/Å.

***

Record 2
ORCA calculation (the ωB97M-V functional and the def2-TZVPD basis) on 2 unconnected molecules or ions with the total composition C4H12 in a non-equilibrium geometry.

* energy relative to the best compared isomer or geometry (same formula, charge and spin): 10.5 kcal per mole
* energy: -159.51342 Eh
* 2S+1: 2
* HOMO-LUMO gap (spin up / spin down): 0.102 / 0.437 hartree
* charge: -1

The geometry in XYZ format:
```
16
Properties=species:S:1:pos:R:3:forces:R:3:nbo_charge:R:1
C -1.232062 0.055996 -2.245165 0.454 0.787 0.174 -0.831
C -1.578960 0.749452 -0.947578 -1.076 1.172 1.267 -0.968
H -2.038848 0.010068 -2.978715 -0.180 -0.229 0.226 0.190
H -0.430779 0.627225 -2.727642 0.127 -0.293 -0.057 0.190
H -0.866387 -0.933738 -1.972004 0.013 -0.170 -0.440 0.195
H -0.742617 1.061105 -0.318656 0.375 -0.672 -0.254 0.191
H -2.268605 0.176384 -0.312029 0.320 -0.303 -0.084 0.182
H -2.075120 1.729701 -0.942389 -0.254 -0.089 -1.041 0.188
C 2.186589 -0.400326 1.536086 -0.524 0.422 -0.323 -0.728
C 0.650562 -0.444570 1.597397 -0.001 -0.899 0.145 -0.772
H 2.635810 -1.360108 1.284807 -0.174 -0.113 -0.263 0.190
H 2.406247 0.314513 0.734366 0.610 -0.016 0.360 0.199
H 2.651131 -0.122741 2.481273 -0.027 0.317 0.018 0.185
H 0.197696 -0.219384 0.637204 0.263 -0.127 0.043 0.213
H 0.322933 -1.455874 1.846577 -0.143 -0.058 0.121 0.184
H 0.182410 0.212298 2.326469 0.217 0.274 0.109 0.191
```
Positions in Å, forces in eV/Å.

***

Record 3
ORCA calculation (the ωB97M-V functional and the def2-TZVPD basis) on a molecular structure, C17H27ClF12NbO12S in a non-equilibrium geometry.

* energy: -3680.23320 Eh
* HOMO-LUMO gap: 0.258 hartree
* charge: -1

The geometry in XYZ format:
```
71
Properties=species:S:1:pos:R:3:forces:R:3:mulliken_charge:R:1
C -0.588029 0.021592 3.754902 0.092 -0.389 0.893 -0.859
C -1.691897 -0.773579 2.820245 -0.850 2.440 0.899 0.466
Cl -1.543403 -2.566103 3.238011 -0.430 0.865 -0.413 -0.199
C -1.693930 -0.380225 1.243416 0.155 2.171 0.890 -0.811
Nb -0.296193 -1.608780 -0.107046 -4.925 -5.698 3.606 -0.722
O -1.584348 -3.275153 0.080534 1.042 3.832 -0.699 -0.743
C -1.466720 -0.961309 -1.920269 -1.625 2.221 -2.604 0.686
F -2.947333 -1.106229 -1.645294 3.489 0.149 -0.896 -0.311
F -1.295745 0.520746 -2.166224 -0.523 -3.661 0.212 -0.301
C -1.186072 -1.682344 -3.350150 -2.370 2.955 -3.011 0.603
F -2.360164 -1.226135 -4.201758 3.119 -1.465 2.014 -0.346
F -0.026519 -1.098650 -4.125347 -3.269 -2.481 2.938 -0.267
C -1.288547 -3.304801 -3.422483 -2.866 -0.885 -2.477 0.658
F -2.507613 -3.813821 -2.684863 4.510 1.753 -2.137 -0.233
F -1.644034 -3.592121 -4.869547 1.359 0.858 4.426 -0.289
C 0.041312 -4.181091 -3.140774 2.953 -4.116 0.339 0.441
F 0.109211 -4.838788 -1.791138 -0.446 2.601 -4.776 -0.183
F -0.010288 -5.348818 -4.103194 0.235 3.794 3.191 -0.275
F 1.349151 -3.545410 -3.383086 -4.899 -1.866 0.772 -0.177
S 1.278036 0.363053 -0.146577 0.481 4.996 5.537 0.937
O 2.039420 0.324567 1.238865 -1.769 -0.722 -4.630 -0.601
O 0.594709 1.748166 -0.220457 1.911 -3.893 -1.108 -0.565
C 2.655665 0.272284 -1.413965 4.277 1.199 -2.385 0.482
F 3.422303 1.568195 -1.279584 -2.391 -3.961 -0.703 -0.236
F 2.225617 0.206793 -2.820958 1.445 -0.092 4.524 -0.177
F 3.679916 -0.793923 -1.127703 -3.646 3.391 -1.279 -0.228
H -1.116421 0.871767 4.403389 1.058 -1.753 -1.664 0.231
H 0.320369 0.459086 3.172370 -1.778 -0.846 0.829 0.185
H -0.169625 -0.758215 4.546993 -0.841 1.707 -1.745 0.278
H -2.751957 -0.421472 3.247424 2.257 -1.142 -0.904 0.057
H -1.376320 0.767930 1.173306 -0.777 -2.272 0.389 0.422
H -2.808594 -0.399828 0.816563 2.384 -0.305 0.678 0.372
H 0.948847 -2.532225 -1.080076 0.668 1.041 0.005 0.275
H 0.574045 -2.212362 1.380773 0.464 0.118 -0.726 0.195
H -2.526635 -2.937744 0.104258 1.293 -0.607 -0.084 0.308
C 9.791326 -0.283314 1.688594 0.220 -0.304 0.098 -0.613
O 8.944264 0.824887 1.390726 -0.561 -0.067 -0.487 -0.314
C 7.951277 0.547170 0.508648 -0.529 -0.256 -0.438 0.743
O 7.743844 -0.533325 -0.021027 0.456 1.545 0.813 -0.547
O 7.228824 1.679937 0.318011 1.072 -0.918 0.408 -0.323
C 6.141448 1.536009 -0.593624 -0.595 -0.097 -0.319 -0.561
H 10.548334 0.052305 2.402840 -0.276 0.213 -0.146 0.213
H 9.218376 -1.094174 2.149930 0.076 0.077 -0.250 0.290
H 10.301485 -0.633063 0.785271 -0.225 -0.057 0.130 0.281
H 5.422615 0.797872 -0.223624 0.325 0.124 -0.150 0.239
H 6.505681 1.259015 -1.588199 -0.065 -0.119 0.212 0.304
H 5.634311 2.501809 -0.669920 0.312 -0.147 0.249 0.254
C 0.044726 1.986265 -5.009911 0.374 -0.599 0.279 -0.292
O -0.802335 3.094466 -5.307780 -1.090 0.138 -0.930 -0.340
C -1.795324 2.816750 -6.189857 0.305 -0.693 0.101 0.759
O -2.002755 1.736254 -6.719532 0.218 1.663 0.649 -0.547
O -2.517776 3.949517 -6.380495 0.442 -0.562 0.139 -0.331
C -3.605152 3.805588 -7.292129 -0.290 -0.042 -0.220 -0.618
H 0.801734 2.321884 -4.295665 -0.312 0.186 -0.126 0.225
H -0.528224 1.175406 -4.548575 0.128 0.207 -0.259 -0.010
H 0.554885 1.636518 -5.913234 -0.224 -0.028 0.100 0.332
H -4.323984 3.067452 -6.922129 0.219 0.002 -0.158 0.289
H -3.240919 3.528595 -8.286704 -0.085 -0.128 0.214 0.281
H -4.112289 4.771389 -7.368426 0.300 -0.072 0.215 0.215
C -4.044299 -0.820695 8.839033 0.439 -0.169 0.242 -0.597
O -5.222721 -0.439544 8.131649 -0.070 0.690 -0.751 -0.321
C -5.014495 0.477568 7.153508 0.543 0.226 -0.195 0.811
O -3.940202 0.973972 6.852622 -1.638 -0.729 0.483 -0.545
O -6.208680 0.746683 6.567899 0.786 -0.341 0.600 -0.316
C -6.142157 1.703041 5.511900 0.019 0.342 -0.412 -0.519
H -4.327946 -1.556730 9.596425 -0.236 0.176 -0.257 0.213
H -3.320616 -1.285368 8.161569 -0.070 0.249 0.094 0.286
H -3.602472 0.042807 9.346707 0.013 -0.123 -0.239 0.282
H -5.502325 1.339357 4.701459 0.016 0.147 0.229 0.212
H -5.784221 2.667451 5.886554 0.102 -0.230 -0.104 0.280
H -7.152454 1.841199 5.116940 0.113 -0.240 0.286 0.213
```
Positions in Å, forces in eV/Å.